6
Properties=species:S:1:pos:R:3:mulliken_charge:R:1 method="wB97M-V/def2-TZVPD" relative_energy_kcal_mol=132.1 orbital_gap_ev="7.72 / 7.73" lumo_ha="-0.017 / -0.016"
C 2.0604 0.2660 0.6249 -0.11
C -1.2821 1.6053 -0.0816 -0.04
C -0.2040 -0.5108 -0.1800 -0.05
N 1.0737 -0.3586 0.2704 -0.15
O -0.9270 0.5085 -0.2239 0.07
H -0.7210 -1.5105 -0.4098 0.28



7
Properties=species:S:1:pos:R:3:mulliken_charge:R:1 method="wB97M-V/def2-TZVPD" relative_energy_kcal_mol=46.7 orbital_gap_ev=8.59 lumo_ha=-0.059
O -1.7991 -1.2190 -0.1847 -0.32
C -1.5556 -0.0710 -0.0552 0.24
C 0.6881 -0.3858 0.2890 -0.25
O -0.2332 0.4552 -0.1280 -0.11
C 2.0053 0.1544 0.0479 0.40
N 3.1528 0.3101 -0.0602 -0.30
H -2.2583 0.7561 0.0910 0.35



8
Properties=species:S:1:pos:R:3:mulliken_charge:R:1 method="wB97M-V/def2-TZVPD" relative_energy_kcal_mol=61.9 orbital_gap_ev=9.81 smiles="N#CS[C@H]1OC1=O" lumo_ha=-0.026
N -2.6882 0.8600 0.1121 -0.36
C -1.8971 0.0213 0.2597 0.46
S -1.0646 -1.2732 0.7208 -0.11
C 0.6860 -0.5675 0.2234 -0.10
O 1.3125 -0.3188 -1.2405 -0.32
C 1.1187 0.6790 -0.4929 0.67
O 1.0930 1.9123 -0.2612 -0.52
H 1.4397 -1.3131 0.6788 0.28



8
Properties=species:S:1:pos:R:3:mulliken_charge:R:1 method="wB97M-V/def2-TZVPD" multiplicity=3 s2=2.01 relative_energy_kcal_mol=54.0 orbital_gap_ev="5.87 / 8.27" lumo_ha="-0.024 / -0.153"
C 1.0722 -0.9738 0.0774 0.30
C -1.3357 0.3622 0.0512 0.08
C 1.1436 0.4945 0.0108 0.50
N 0.9148 -2.1243 -0.0669 -0.36
O -0.2022 1.0843 -0.0313 -0.28
O 2.1049 1.1230 -0.0350 -0.38
O -2.4195 0.8287 -0.0228 -0.14
H -1.2782 -0.7946 0.0167 0.28



7
Properties=species:S:1:pos:R:3:mulliken_charge:R:1 method="wB97M-V/def2-TZVPD" multiplicity=7 s2=12.02 orbital_gap_ev="11.76 / 2.24" charge=+3 lumo_ha="-0.558 / -0.744"
C -2.8623 -0.5268 -0.0187 0.30
H -3.8128 -1.0325 -0.0629 0.46
C -1.8053 0.0609 0.0413 0.27
O 0.5453 1.4737 0.0018 -0.13
C 1.5329 0.8872 0.0751 0.70
Ru 3.9968 -0.9711 -0.0366 1.87
O 2.4054 0.1087 0.0000 -0.48



7
Properties=species:S:1:pos:R:3:mulliken_charge:R:1 method="wB97M-V/def2-TZVPD" multiplicity=8 s2=15.78 relative_energy_kcal_mol=20.6 orbital_gap_ev="5.85 / 5.59" charge=+2 lumo_ha="-0.385 / -0.377"
C 0.6698 2.6020 -0.2326 0.21
H 0.3766 3.6335 -0.3330 0.38
C 0.9294 1.4313 -0.0905 -0.51
O 1.1251 -0.6509 0.2807 -0.21
C 0.3381 -1.5466 0.2796 0.68
Sm -2.6653 -3.5644 -0.0107 1.94
O -0.7737 -1.9050 0.1065 -0.49



7
Properties=species:S:1:pos:R:3:mulliken_charge:R:1 method="wB97M-V/def2-TZVPD" relative_energy_kcal_mol=54.7 orbital_gap_ev=7.70 charge=-1 lumo_ha=0.156
C 0.0875 0.0520 0.2030 -0.18
C 1.3276 -0.4726 0.0070 0.86
C -1.1994 0.3612 -0.0830 -0.07
O -1.8554 1.3833 -0.2079 -0.60
O 2.0841 -1.3798 -0.2108 -0.65
O 1.4082 0.8644 0.2023 -0.45
H -1.8527 -0.8085 0.0892 0.09



6
Properties=species:S:1:pos:R:3:mulliken_charge:R:1 method="wB97M-V/def2-TZVPD" relative_energy_kcal_mol=75.5 orbital_gap_ev=8.76 lumo_ha=-0.090
O 0.4211 -0.1964 0.5308 -0.16
C -0.1874 0.3245 -0.5432 -0.24
C 0.3203 0.5902 1.5917 0.61
N 0.1604 1.2500 2.5287 -0.32
C -0.2232 -0.6702 -1.5824 0.37
N -0.4912 -1.2981 -2.5256 -0.26



8
Properties=species:S:1:pos:R:3:mulliken_charge:R:1 method="wB97M-V/def2-TZVPD" multiplicity=3 s2=2.01 relative_energy_kcal_mol=48.4 orbital_gap_ev="6.73 / 6.15" lumo_ha="0.008 / -0.206"
C -0.7102 1.0148 0.4557 0.38
C 0.9675 -0.4597 1.0040 0.56
C -0.1920 -0.5489 -1.3272 0.66
N -0.7186 0.3670 -0.7354 -0.24
N 1.5369 -1.3297 0.5261 -0.41
O -1.3999 1.9161 0.7711 -0.34
O 0.2395 0.5186 1.3694 -0.32
O 0.1388 -1.3432 -2.0779 -0.30



11
Properties=species:S:1:pos:R:3:mulliken_charge:R:1 method="wB97M-V/def2-TZVPD" relative_energy_kcal_mol=8.9 orbital_gap_ev="9.42 / 9.42" charge=-1 lumo_ha="0.143 / 0.143"
C 1.7387 -1.1987 -0.5836 0.43
C -2.3995 -0.4431 0.2294 0.67
C 1.2814 0.0400 -0.3328 0.28
N 2.3261 -2.1395 -0.8815 -0.51
N 1.8359 1.2032 -0.5120 -0.36
N 1.1008 2.1241 0.0339 -0.43
N 0.0055 1.6074 0.5556 -0.42
N 0.0951 0.2987 0.4056 0.96
O -2.1499 -0.6807 -0.8863 -0.50
O -0.6991 -0.6264 0.8939 -0.65
O -3.1349 -0.1851 1.0778 -0.47



7
Properties=species:S:1:pos:R:3:mulliken_charge:R:1 method="wB97M-V/def2-TZVPD" multiplicity=5 s2=6.00 orbital_gap_ev="6.79 / 8.53" charge=+2 lumo_ha="-0.407 / -0.407"
C 1.0305 -0.3544 -1.1080 -0.09
C 2.1522 -0.6662 -1.7875 0.66
O 2.9754 -1.1741 -2.4593 -0.04
O -2.1516 1.8848 0.9770 -0.15
O 1.6405 -0.5683 0.0743 -0.38
C -2.6803 2.8837 1.0826 0.17
Nd -1.0606 -0.4500 0.5272 1.83



6
Properties=species:S:1:pos:R:3:mulliken_charge:R:1 method="wB97M-V/def2-TZVPD" relative_energy_kcal_mol=17.4 orbital_gap_ev="7.87 / 7.91" lumo_ha="-0.102 / -0.101"
C 1.1995 -0.9784 0.8671 -0.69
C 1.7994 0.0630 0.3514 0.95
C -1.8770 -0.0291 -0.5910 0.72
O -1.0896 0.8089 -0.4478 -0.37
O 2.3660 1.0795 0.2321 -0.26
O -2.7657 -0.7617 -0.6872 -0.35



6
Properties=species:S:1:pos:R:3:mulliken_charge:R:1 method="wB97M-V/def2-TZVPD" relative_energy_kcal_mol=19.5 orbital_gap_ev=7.66 lumo_ha=-0.115
C 0.2445 -0.3812 0.0872 -0.38
C 1.4503 0.0235 0.0581 0.73
C -1.2411 -0.0295 -0.0380 0.74
O -0.8689 1.1739 -0.0077 -0.36
O 2.5902 -0.0556 -0.0708 -0.28
O -2.1749 -0.7311 -0.0287 -0.45



7
Properties=species:S:1:pos:R:3:mulliken_charge:R:1 method="wB97M-V/def2-TZVPD" multiplicity=2 s2=0.76 orbital_gap_ev="6.42 / 7.62" charge=+1 lumo_ha="-0.257 / -0.257"
C 0.3975 -0.0914 0.8428 -0.36
C 1.4802 -0.8789 1.1733 1.36
O 2.1312 -1.7592 1.6443 -0.38
O -2.0362 0.8045 -1.7126 0.09
O 1.7455 0.4274 0.6834 -0.25
C -2.5451 0.7775 -2.7273 0.14
Zn -1.1731 0.7202 0.0961 0.40



151
Properties=species:S:1:pos:R:3:mulliken_charge:R:1 method="wB97M-V/def2-TZVPD" relative_energy_kcal_mol=4.2 orbital_gap_ev=8.88 charge=+4 lumo_ha=-0.276
C -6.1819 -4.0414 3.7362 -1.37
C -5.9171 -2.6720 4.2984 -0.31
N -5.4976 -1.4631 3.3569 -0.11
C -6.6638 -1.2577 2.3494 -1.07
C -5.4646 -0.1021 4.1418 -0.55
C -4.8271 1.0894 3.3676 -0.94
C -4.2565 -1.7232 2.4509 -1.10
C -2.9212 -1.8268 3.1940 0.15
O -2.8476 -3.0561 3.9544 -0.37
C -1.8146 -3.1247 4.8764 -0.74
H -6.3080 -4.6611 4.6240 0.41
H -5.2929 -4.4602 3.2648 0.35
H -7.0973 -4.1760 3.1600 0.38
H -5.0843 -2.5609 4.9928 0.42
H -6.8519 -2.3143 4.7302 0.55
H -6.6720 -2.1792 1.7673 0.48
H -6.5249 -0.3101 1.8290 0.42
H -7.5389 -1.2177 2.9980 0.40
H -4.8013 -0.2768 4.9889 0.45
H -6.4328 0.1147 4.5930 0.53
H -3.7908 0.8528 3.1265 0.01
H -4.8150 1.9996 3.9671 0.49
H -5.4729 1.4349 2.5604 0.38
H -4.2879 -1.0312 1.6093 0.48
H -4.5940 -2.6568 2.0009 0.64
H -2.8661 -1.0990 4.0036 0.38
H -2.1207 -1.6246 2.4824 -0.24
H -1.9782 -2.6013 5.8185 0.35
H -0.7755 -2.9899 4.5761 0.19
H -1.8987 -4.1956 5.0609 0.35
C 6.4349 -1.0924 -5.4832 -1.22
C 5.0936 -1.7554 -5.7775 -0.65
N 4.2355 -2.3963 -4.5700 0.44
C 5.1109 -3.4765 -3.9305 -0.88
C 3.7128 -1.3988 -3.5384 -0.46
C 2.8400 -0.2692 -4.1715 -0.83
C 2.9604 -3.0085 -5.2955 -0.90
C 1.9210 -3.8240 -4.4459 -0.98
O 1.2785 -3.0291 -3.5030 0.27
C 0.7665 -3.8141 -2.4492 -0.81
H 7.2252 -1.8323 -5.3565 0.38
H 6.4091 -0.4484 -4.6041 0.26
H 6.6830 -0.6087 -6.4280 0.40
H 5.3523 -2.5793 -6.4425 0.53
H 4.4710 -1.1169 -6.4042 0.53
H 4.4818 -3.9896 -3.2031 0.33
H 5.8791 -2.9831 -3.3352 0.41
H 5.5256 -4.1433 -4.6865 0.31
H 4.6176 -1.0029 -3.0772 0.89
H 3.1834 -1.9910 -2.7921 -0.42
H 3.4701 0.3675 -4.7926 0.40
H 2.5435 0.4849 -3.4424 0.10
H 1.9511 -0.6142 -4.6997 0.19
H 3.3356 -3.7548 -5.9958 0.60
H 2.4607 -2.3287 -5.9856 0.45
H 2.3877 -4.6771 -3.9532 0.60
H 1.0880 -4.1970 -5.0417 0.42
H 1.5546 -4.4212 -2.0039 0.41
H -0.0439 -4.4001 -2.8828 0.42
H 0.3917 -3.1284 -1.6892 -0.12
C -3.6873 -2.0886 -4.8381 -1.38
C -2.8189 -1.4434 -3.7963 -0.03
N -1.8190 -0.3710 -4.3674 0.08
C -0.8807 -1.0977 -5.3337 -1.23
C -2.5662 0.8262 -5.0155 -0.61
C -3.5442 1.7078 -4.0672 -1.17
C -0.8930 0.1542 -3.1972 -0.06
C -0.0930 1.4737 -3.3896 -1.05
O 0.6324 1.5563 -4.6105 -0.37
C 1.4055 2.8154 -4.5981 -0.85
H -4.3385 -1.4663 -5.4518 0.33
H -4.4163 -2.7941 -4.4396 0.42
H -3.0968 -2.6775 -5.5399 0.32
H -2.1680 -2.1894 -3.3404 0.16
H -3.3453 -0.9592 -2.9739 0.53
H -0.4086 -1.9872 -4.9165 0.45
H -0.1978 -0.4980 -5.9356 0.30
H -1.5253 -1.4437 -6.1417 0.65
H -3.0372 0.3534 -5.8774 0.68
H -1.8018 1.4691 -5.4520 0.45
H -3.8864 2.5605 -4.6537 0.40
H -3.0606 1.9530 -3.1216 0.25
H -4.3968 1.1383 -3.6972 0.34
H -0.2142 -0.6562 -2.9314 -0.28
H -1.5550 0.3492 -2.3535 0.39
H 0.5468 1.4438 -2.5076 0.38
H -0.8163 2.2861 -3.3201 0.77
H 2.2178 2.8290 -3.8715 0.30
H 0.7978 3.7022 -4.4183 0.34
H 1.9098 2.8970 -5.5610 0.30
C 2.0372 6.2716 1.6480 -1.19
C 1.3129 6.3922 3.0389 -0.37
N 0.4248 5.1891 3.3780 0.36
C 1.3257 3.9609 3.5515 -1.13
C -0.2466 5.4333 4.7848 -0.34
C -1.0954 6.6726 4.9718 -1.37
C -0.6620 5.0503 2.3091 -0.73
C -1.7667 4.0174 2.4486 -1.13
O -1.3161 2.7243 2.7670 -0.27
C -0.7989 1.9941 1.6782 0.08
H 2.4882 5.2888 1.5109 0.29
H 2.8291 7.0054 1.4974 0.41
H 1.3963 6.3176 0.7675 0.37
H 0.6994 7.2909 2.9755 0.39
H 2.0872 6.6054 3.7759 0.44
H 2.0252 4.2520 4.3351 0.51
H 1.7395 3.5843 2.6160 0.23
H 0.7757 3.1663 4.0556 0.41
H 0.6182 5.5937 5.4286 0.43
H -0.7664 4.4831 4.9078 0.45
H -1.7025 6.9189 4.1007 0.33
H -0.6562 7.6582 5.1263 0.39
H -1.6563 6.5551 5.8990 0.38
H -0.0703 4.9051 1.4053 0.44
H -1.1175 6.0226 2.1214 0.62
H -2.5163 4.0651 1.6588 0.49
H -2.4270 4.2828 3.2742 0.41
H -0.9723 0.9607 1.9782 -0.33
H 0.2593 2.1970 1.5139 -0.18
H -1.3844 2.1503 0.7721 0.66
C 3.5623 -3.1673 -0.2106 -0.94
C 2.3636 -2.6475 0.6647 -0.29
N 2.6999 -1.4499 1.6083 0.23
C 3.6215 -1.9852 2.7191 -0.99
C 3.4185 -0.3509 0.7968 -1.24
C 2.6130 0.3602 -0.2519 0.78
C 1.4940 -0.8682 2.4646 0.43
C 1.8500 0.0957 3.6646 -0.95
O 2.0405 -0.6879 4.7882 -0.32
C 2.5000 -0.0903 5.9231 -0.82
H 4.4252 -3.4269 0.4026 0.28
H 3.9765 -2.4512 -0.9203 0.00
H 3.3912 -3.9606 -0.9383 0.49
H 1.9488 -3.5240 1.1624 0.44
H 1.5148 -2.2895 0.0820 0.05
H 4.0176 -1.1901 3.3509 0.37
H 4.5250 -2.5293 2.4437 0.40
H 3.0047 -2.6571 3.3159 0.43
H 4.2525 -0.8303 0.2842 0.71
H 3.8904 0.3211 1.5137 0.61
H 3.2556 1.1463 -0.6484 0.86
H 1.6741 0.7759 0.1138 -0.59
H 2.3655 -0.2807 -1.0981 -0.77
H 0.6984 -1.6015 2.5964 0.26
H 1.1216 -0.2702 1.6328 -0.56
H 0.9550 0.6561 3.9347 0.75
H 2.6905 0.6965 3.3171 0.32
H 2.0544 0.8864 6.1117 0.29
H 3.5897 -0.0686 5.9338 0.30
H 2.1277 -0.6491 6.7817 0.29
Cl -1.1750 -1.2541 -0.0152 -0.72